Entry from the OMol25 dataset: a cluster of 2 separate species, C4H9N in total (ωB97M-V/def2-TZVPD).

Computed properties:
Maximum force, eV/Å: 0.55
SMILES string: C=CN.C=C
Energy above the lowest of the compared OMol25 structures with the same formula, charge and spin, eV: 1.355
E_HOMO, eV: -8.5
E, eV: -5782.4571
Gap between HOMO and LUMO, eV: 9.55
Net charge: 0

Geometry (Å):
C 1.68682 -1.28114 -0.15098
C 0.91594 -1.59714 0.88670
N 0.11867 -0.73887 1.63385
H 1.81099 -0.26836 -0.50731
H 2.22706 -2.06190 -0.65889
H 0.85551 -2.63952 1.18282
H 0.43848 0.21513 1.70904
H -0.14761 -1.10421 2.53378
C -1.56546 2.15092 -0.91118
C -1.06927 0.98626 -1.30592
H -1.92138 2.89404 -1.61616
H -1.66302 2.41149 0.13266
H -1.02140 0.73083 -2.35469
H -0.66534 0.30246 -0.57375

Forces on atoms 1 to 6 (eV/Å):
C -0.010 0.035 0.122
C 0.212 -0.134 -0.150
N -0.016 -0.001 0.232
H -0.028 0.089 0.008
H 0.049 -0.048 -0.070
H -0.150 0.046 0.027